Record 1
ORCA calculation (ωB97M-V/def2-TZVPD) on C34H51HfN4OP2 as an isolated structure in a non-equilibrium geometry.

```
93
C34H51HfN4OP2, DFT ωB97M-V/def2-TZVPD
C -0.1737 -0.5354 -2.9224
C -1.9520 -0.7455 -1.4649
C -0.9193 -1.1105 -3.9478
C -2.8255 -1.1067 -2.4872
C -2.2888 -1.2805 -3.7624
H -0.4144 -1.4049 -4.8666
H -3.8761 -1.2748 -2.2480
H -2.9168 -1.6235 -4.5778
N -0.8034 -0.0956 -1.8039
P 1.9426 0.9656 -1.9672
P -2.4335 -0.0066 1.4513
C 1.3489 -0.5146 -2.9047
H 1.7555 -1.4235 -2.4159
H 1.7404 -0.5409 -3.9300
C -2.0294 -1.3400 -0.0861
H -2.8576 -2.0557 -0.0596
C -2.9402 -1.3706 2.7085
C -2.9703 1.7921 2.0917
C 3.6525 0.4689 -1.3466
C 1.9595 2.1863 -3.4090
C -1.7009 -1.5799 3.5951
H -1.3880 -0.6696 4.1190
H -1.9423 -2.3435 4.3505
H -0.8517 -1.9489 3.0069
C -4.1867 -0.9908 3.5347
H -4.0666 -0.1136 4.1732
H -5.0557 -0.8461 2.8773
H -4.4234 -1.8323 4.2064
C -3.3326 -2.7561 2.1337
H -3.5269 -3.4081 3.0012
H -4.2624 -2.7172 1.5456
H -2.5352 -3.2492 1.5635
C -2.5851 1.9641 3.5636
H -1.4916 1.9679 3.6847
H -2.9600 2.9397 3.9140
H -2.9887 1.2042 4.2382
C -2.2867 2.9248 1.3156
H -1.2234 3.0355 1.5694
H -2.3987 2.8324 0.2275
H -2.7621 3.8765 1.6112
C -4.4673 1.8160 1.7708
H -5.0508 1.1224 2.3836
H -4.8709 2.8266 1.9315
H -4.6249 1.5552 0.7137
C 2.7560 3.4283 -2.9828
H 2.6831 4.1678 -3.7959
H 2.3464 3.8902 -2.0766
H 3.8230 3.2099 -2.8376
C 0.5020 2.5829 -3.7135
H -0.0862 1.7322 -4.0804
H -0.0037 3.0165 -2.8446
H 0.5237 3.3471 -4.5066
C 2.5478 1.6222 -4.7177
H 2.6499 2.4656 -5.4172
H 3.5379 1.1731 -4.5983
H 1.8823 0.8921 -5.1948
C 3.5498 -0.8531 -0.5608
H 3.3506 -1.7068 -1.2224
H 4.5166 -1.0379 -0.0656
H 2.7735 -0.8465 0.2209
C 4.1759 1.5747 -0.4147
H 3.5299 1.7078 0.4643
H 5.1765 1.2830 -0.0591
H 4.2674 2.5425 -0.9235
C 4.6023 0.2731 -2.5348
H 4.2243 -0.4743 -3.2468
H 4.8185 1.2119 -3.0612
H 5.5609 -0.1030 -2.1451
Hf 0.2622 0.9151 -0.0178
C 0.2562 3.1231 -0.5227
O 0.2884 4.2846 -0.6821
N 0.1801 -0.9480 0.6754
C -0.7419 -1.8258 0.3459
C -0.3449 -3.2396 0.3941
C 0.7564 -3.5814 1.1993
C -1.0014 -4.2286 -0.3608
C 1.1785 -4.9061 1.2814
H 1.2477 -2.7876 1.7719
C -0.5738 -5.5514 -0.2629
H -1.8392 -3.9436 -1.0030
C 0.5075 -5.9018 0.5561
H 2.0139 -5.1620 1.9304
H -1.1077 -6.3171 -0.8204
H 0.8148 -6.9470 0.6419
N 2.1249 1.3936 3.8705
C 2.0943 2.7624 3.6102
C 1.5480 2.9010 2.3705
N 1.2402 1.6213 1.8685
C 1.6057 0.7440 2.8150
H 2.4835 0.9433 4.7073
H 2.4542 3.4999 4.3038
H 1.3465 3.7883 1.7962
H 1.4822 -0.3292 2.7643
```

net charge: +3
E: -2350.17473 a.u.
E_HOMO (alpha / beta): -15.55 / -15.54 eV
ΔE to the lowest compared entry with this formula, charge and spin: 0.0 kJ/mol
gap between HOMO and LUMO (alpha / beta): 0.19669 / 0.19661 hartree



Record 2
ORCA calculation (ωB97M-V/def2-TZVPD) on C34H52ClN3SSi3Ta as an isolated structure.

```
95
C34H52ClN3SSi3Ta, DFT ωB97M-V/def2-TZVPD
Ta -0.0052 0.0634 0.5054
C 3.8514 0.0295 -1.6690
C 3.9385 -1.0559 -0.6253
C 4.9308 -2.0212 -0.7608
C 5.0594 -3.0481 0.1560
C 4.2028 -3.1000 1.2444
C 3.2108 -2.1437 1.4229
C 2.3707 -2.1534 2.6649
C 3.0589 -1.1395 0.4636
N 2.0494 -0.1200 0.6044
C 2.6120 1.1367 0.8040
C 3.9545 1.3126 1.4544
C 1.8928 2.1845 0.3272
C 2.4915 3.5617 0.2847
N 0.6385 1.8728 -0.2271
C -0.0597 2.9803 -0.8334
C -0.6055 3.9996 -0.0297
C -0.3680 4.1034 1.4563
C -1.3300 5.0115 -0.6466
C -1.4951 5.0444 -2.0230
C -0.8830 4.0835 -2.8050
C -0.1350 3.0590 -2.2283
C 0.6497 2.1454 -3.1337
H 4.0535 -0.3805 -2.6602
H 4.6022 0.8022 -1.4857
H 2.8831 0.5251 -1.6823
H 5.6069 -1.9604 -1.6059
H 5.8355 -3.7925 0.0362
H 4.3203 -3.8768 1.9902
H 2.6683 -2.9667 3.3253
H 1.3160 -2.2782 2.4322
H 2.4644 -1.2121 3.2095
H 4.2317 0.4292 2.0256
H 3.9299 2.1616 2.1373
H 4.7508 1.5006 0.7286
H 3.4420 3.5201 -0.2529
H 2.7068 3.9338 1.2876
H 1.8610 4.2853 -0.2198
H -0.0004 3.1821 1.8993
H -1.2863 4.3844 1.9703
H 0.3672 4.8876 1.6511
H -1.7629 5.7923 -0.0323
H -2.0721 5.8355 -2.4836
H -0.9554 4.1340 -3.8850
H 0.0290 1.7508 -3.9385
H 1.0910 1.3151 -2.5898
H 1.4626 2.7090 -3.5970
C -4.1535 -1.3244 -1.7284
Si -2.3382 -1.4507 -1.2624
C -1.8009 -3.0257 -2.1588
C -1.4296 -0.0477 -2.1506
C -1.9111 -1.2635 0.5869
Si -3.1334 -0.2727 1.5820
C -3.3253 2.1201 -0.3514
C -3.0732 -0.4780 3.4416
C -4.9612 -0.2615 1.2012
Si -1.4004 -2.9038 1.2848
C -2.6141 -4.3007 0.9992
C -0.9618 -3.0745 3.0988
C 0.1520 -3.1019 0.1936
C 0.7654 -4.3126 -0.0884
C 1.6716 -4.4141 -1.1325
C 1.9391 -3.2871 -1.8892
C 1.3665 -2.0900 -1.5112
N 0.5114 -1.9825 -0.4874
H -4.2181 -1.6173 -2.7798
H -4.6151 -0.3449 -1.6448
H -4.7592 -2.0333 -1.1581
H -2.5736 -3.2773 -2.8878
H -1.6525 -3.9044 -1.5376
H -0.8769 -2.8631 -2.7161
H -2.0293 0.2709 -3.0096
H -0.4646 -0.3474 -2.5588
H -1.3016 0.8871 -1.5844
H -2.8156 2.9030 -0.9075
H -4.2779 2.4965 0.0141
H -3.4955 1.2658 -0.9980
H -2.2794 0.1016 3.9066
H -2.9451 -1.5168 3.7436
H -4.0230 -0.1337 3.8546
H -5.2727 0.0444 0.2099
H -5.4178 0.4182 1.9253
H -5.3709 -1.2578 1.3946
H -3.4631 -4.1261 1.6684
H -2.1852 -5.2638 1.2876
H -3.0055 -4.3856 -0.0122
H -1.8412 -3.3850 3.6657
H -0.5512 -2.1816 3.5664
H -0.2271 -3.8798 3.1937
H 0.4916 -5.1883 0.4871
H 2.1379 -5.3619 -1.3678
H 2.6121 -3.3134 -2.7342
H 1.6060 -1.1758 -2.0372
Cl 0.1095 0.4691 2.7751
S -2.2947 1.6906 1.0894
```

net charge: +1
E: -3274.96181 a.u.
E_HOMO: -10.00 eV
ΔE to the lowest compared entry with this formula, charge and spin: 4.2 kJ/mol
gap between HOMO and LUMO: 0.25512 hartree



Record 3
ORCA calculation (ωB97M-V/def2-TZVPD) on C34H52N3OP2Pb as an isolated structure in a non-equilibrium geometry.

```
93
C34H52N3OP2Pb, DFT ωB97M-V/def2-TZVPD
C -1.8579 -1.6798 -0.8386
C 0.2967 -1.9785 -1.6633
C -2.2804 -2.6551 -1.7538
C -0.1747 -2.5958 -2.8824
C -1.4765 -3.0865 -2.8331
H -3.2991 -2.9798 -1.6003
H 0.5658 -2.8735 -3.6794
H -1.8799 -3.8342 -3.5470
N -0.5664 -1.3429 -0.7580
P -2.7237 0.6063 0.7633
P 2.3875 -0.9477 -0.1066
C -2.9301 -1.0922 0.0808
H -3.8547 -1.1071 -0.5060
H -3.0842 -1.8167 0.8908
C 0.8028 2.6687 2.9696
O 0.9225 3.5633 3.6787
C 1.7119 -1.9231 -1.5312
H 2.2858 -1.7475 -2.4584
C 3.8598 0.4944 -0.4175
C 3.0913 -2.6823 0.3802
C -3.5518 1.6457 -0.5952
C -3.6816 0.5700 2.4014
C 3.5089 1.8959 0.1234
H 3.2825 1.9108 1.1941
H 4.3765 2.5624 0.0020
H 2.6783 2.3561 -0.4132
C 5.1230 0.0675 0.3298
H 4.9708 0.0553 1.4172
H 5.5008 -0.9054 0.0102
H 5.9352 0.7889 0.1488
C 4.0765 0.6116 -1.9286
H 4.8549 1.3618 -2.1515
H 4.3905 -0.3428 -2.3630
H 3.1568 0.9458 -2.4278
C 3.7337 -2.5975 1.7628
H 2.9886 -2.2685 2.5002
H 4.0512 -3.6146 2.0094
H 4.6131 -1.9452 1.8098
C 1.8805 -3.6464 0.4676
H 1.1029 -3.1575 1.0777
H 1.4605 -3.8958 -0.5196
H 2.1572 -4.6042 0.9294
C 4.0571 -3.0116 -0.7778
H 3.8454 -2.4561 -1.7068
H 5.1190 -2.8267 -0.5707
H 3.9061 -4.0584 -1.0544
C -3.5507 1.9691 3.0432
H -3.9394 1.9203 4.0677
H -2.5052 2.3004 3.0977
H -4.1313 2.7301 2.5077
C -3.0351 -0.4793 3.3192
H -3.2199 -1.5009 2.9579
H -1.9509 -0.3426 3.4381
H -3.4966 -0.3972 4.3172
C -5.1708 0.1948 2.2408
H -5.5853 0.0404 3.2451
H -5.7662 0.9862 1.7792
H -5.2986 -0.7365 1.6777
C -2.9273 1.2766 -1.9561
H -3.2911 1.9844 -2.7115
H -1.8416 1.3481 -1.9345
H -3.2098 0.2660 -2.2730
C -3.2699 3.1199 -0.2533
H -2.1950 3.3164 -0.1397
H -3.6512 3.7500 -1.0681
H -3.7853 3.4257 0.6654
C -5.0610 1.3991 -0.7180
H -5.3013 0.3379 -0.8634
H -5.6170 1.7896 0.1385
H -5.4194 1.9421 -1.6061
Pb 0.0685 0.5915 1.0441
N 0.1659 2.3225 -0.9435
C 0.1139 2.7823 -2.0449
C 0.5871 2.7262 -3.4390
C 0.7410 3.9419 -4.1443
C 0.9823 1.5106 -4.1571
C 0.9548 3.9273 -5.5519
H 0.6200 4.9427 -3.6878
C 1.1948 1.5342 -5.5558
H 1.1019 0.5440 -3.6028
C 1.1408 2.7382 -6.2836
H 0.9035 4.8523 -6.1459
H 1.3799 0.5530 -6.0275
H 1.2516 2.6676 -7.3851
C 1.0224 -1.1377 6.3150
C 0.5111 -2.2152 5.3157
C 0.5347 -1.7495 3.9451
N 0.5295 -1.3918 2.8258
H 2.0597 -0.8604 6.0776
H 0.9918 -1.4993 7.3538
H 0.4123 -0.2246 6.2524
H 1.1440 -3.1240 5.4083
H -0.5248 -2.5032 5.5968
```

net charge: +3
E: -2440.74510 a.u.
E_HOMO (alpha / beta): -16.20 / -16.41 eV
gap between HOMO and LUMO (alpha / beta): 0.17502 / 0.23425 hartree



Record 4
ORCA calculation (ωB97M-V/def2-TZVPD) on C34H53BrN2NiP2 as an isolated structure in a non-equilibrium geometry.

```
93
C34H53BrN2NiP2, DFT ωB97M-V/def2-TZVPD
N 2.8827 -10.1732 2.9066
C 3.0048 -9.1988 3.8231
C 2.8673 -7.8359 3.5366
C 2.5825 -7.4182 2.2156
C 2.4553 -8.4498 1.2542
C 2.6119 -9.7812 1.6473
C 2.4381 -5.9940 1.9190
Ni 0.4584 0.7139 -0.0726
P -5.3624 3.0978 -1.0902
C 1.3653 -5.4007 1.3291
C 1.1954 -3.9825 1.0244
C 0.1151 -3.5775 0.2044
C -0.0970 -2.2313 -0.1161
C 0.7607 -1.2192 0.3695
C 1.8432 -1.6243 1.1885
C 2.0578 -2.9677 1.5080
Br 0.0789 3.1680 -0.6292
H 3.2937 -5.3738 2.2149
H 0.5146 -6.0321 1.0395
H 2.9795 -7.0927 4.3343
H 2.2358 -8.2197 0.2069
H 3.2259 -9.5233 4.8496
H 2.5136 -10.5839 0.9032
H -0.5692 -4.3422 -0.1842
H 2.9095 -3.2349 2.1436
H -0.9480 -1.9648 -0.7541
H 2.5338 -0.8706 1.5850
P 0.6414 0.2606 -2.3522
C -5.0057 2.3991 0.6176
C -6.2649 2.2252 1.4767
H -4.2615 3.0381 1.1333
H -4.5234 1.4169 0.4536
H -6.0154 2.2411 2.5529
H -6.9957 3.0342 1.2959
H -6.7672 1.2672 1.2551
C -5.2979 1.4757 -2.0369
C -6.0734 1.4852 -3.3605
H -5.7298 0.7171 -1.3561
H -4.2407 1.1895 -2.2058
H -6.3217 0.4567 -3.6787
H -7.0180 2.0502 -3.2661
H -5.4847 1.9481 -4.1717
C -3.6590 3.8024 -1.4749
C -3.5787 5.3326 -1.3790
H -3.3293 3.4459 -2.4709
H -2.9696 3.3537 -0.7349
H -2.7433 5.7233 -1.9880
H -4.5051 5.8157 -1.7346
H -3.4197 5.6531 -0.3344
C 1.3360 1.7232 -3.2668
C 2.4912 1.5039 -4.2523
H 1.6576 2.4028 -2.4579
H 0.4672 2.1986 -3.7604
H 3.4124 1.2132 -3.7201
H 2.2698 0.7333 -5.0085
H 2.7051 2.4471 -4.7861
C -0.9263 -0.2237 -3.2270
C -1.0974 -1.6740 -3.6968
H -0.9886 0.4635 -4.0894
H -1.7481 0.0846 -2.5545
H -0.6702 -1.8222 -4.7033
H -0.6247 -2.4003 -3.0164
H -2.1723 -1.9205 -3.7568
C 1.8304 -1.1587 -2.5310
C 3.1884 -1.1048 -1.8203
H 1.9792 -1.2478 -3.6226
H 1.2384 -2.0467 -2.2428
H 3.5055 -2.1046 -1.4772
H 3.9838 -0.6950 -2.4627
H 3.1135 -0.4589 -0.9272
C 2.2812 5.4471 2.4538
N 2.2548 4.6241 1.2357
C 3.4451 4.9525 0.4168
C 2.2679 3.1519 1.4915
C 1.1449 2.4729 2.3032
C 1.0733 2.7613 3.6819
C 0.3668 1.9390 4.5531
C -0.2231 0.7728 4.0832
C -0.1426 0.4416 2.7312
C 0.4718 1.2988 1.8015
H 3.1179 5.1514 3.1217
H 1.3065 5.3861 2.9765
H 2.4051 6.5221 2.1914
H 1.4193 4.9171 0.6933
H 4.3866 4.7130 0.9623
H 3.4428 4.3792 -0.5377
H 3.4632 6.0313 0.1480
H 2.3855 2.6006 0.5329
H 3.2080 2.9045 2.0355
H 1.6240 3.5732 4.1261
H 0.3314 2.1750 5.6092
H -0.7385 0.1164 4.7712
H -0.6266 -0.4640 2.4005
```

net charge: +2
E: -6201.21215 a.u.
E_HOMO (alpha / beta): -11.91 / -11.92 eV
multiplicity: 3
expectation value of S²: 2.044
gap between HOMO and LUMO (alpha / beta): 0.23072 / 0.09576 hartree



Record 5
ORCA calculation (ωB97M-V/def2-TZVPD) on C34H53FeN4OP2 as an isolated structure in a non-equilibrium geometry.

```
95
C34H53FeN4OP2, DFT ωB97M-V/def2-TZVPD
C 2.6576 0.4476 -2.0080
C 2.0671 2.2725 -0.6322
C 3.6968 1.1565 -2.5822
C 3.2633 2.9285 -1.0148
C 4.0716 2.3692 -2.0031
H 4.2070 0.7048 -3.4477
H 3.4972 3.9059 -0.5748
H 4.9579 2.8986 -2.3700
N 2.0015 0.8953 -0.9116
P 1.3691 -1.9697 -1.4945
P -0.3977 2.6862 1.0486
C 2.0661 -0.7687 -2.7095
H 1.2309 -0.3914 -3.3317
H 2.7942 -1.2318 -3.3969
C 0.9579 3.0630 -0.0938
H 1.2669 4.0878 0.1874
C -1.5748 4.1983 0.7136
C -0.3508 2.1613 2.9826
C -0.0838 -2.8305 -2.3762
C 2.8984 -3.0311 -1.1621
C -2.8514 3.5074 0.2080
H -3.2699 2.7939 0.9273
H -3.6072 4.2721 0.0020
H -2.6550 2.9499 -0.7212
C -1.8678 5.0709 1.9463
H -2.3470 4.5475 2.7789
H -0.9640 5.5825 2.3123
H -2.5762 5.8525 1.6371
C -1.0646 5.1544 -0.3774
H -1.9261 5.7610 -0.7209
H -0.2951 5.8592 -0.0186
H -0.6485 4.6386 -1.2508
C -1.8073 2.0346 3.4760
H -2.2929 1.1628 3.0069
H -1.8044 1.8832 4.5701
H -2.4395 2.9055 3.2649
C 0.2946 0.7899 3.2141
H -0.3204 -0.0473 2.8346
H 1.2987 0.7128 2.7762
H 0.4015 0.6313 4.3026
C 0.4752 3.2271 3.7048
H -0.0187 4.2079 3.7513
H 0.6500 2.9015 4.7432
H 1.4658 3.3444 3.2283
C 2.4940 -4.3320 -0.4542
H 3.4082 -4.8916 -0.1985
H 1.9596 -4.1369 0.4820
H 1.8838 -4.9857 -1.0896
C 3.8354 -2.2290 -0.2441
H 4.1504 -1.2849 -0.7051
H 3.3690 -2.0120 0.7223
H 4.7386 -2.8257 -0.0468
C 3.6860 -3.3714 -2.4391
H 4.4745 -4.0915 -2.1704
H 3.0637 -3.8238 -3.2197
H 4.1965 -2.4923 -2.8484
C -1.0698 -1.7767 -2.9156
H -0.6504 -1.2320 -3.7718
H -1.9806 -2.2944 -3.2694
H -1.3635 -1.0305 -2.1610
C -0.7996 -3.7179 -1.3566
H -1.0850 -3.1695 -0.4502
H -1.7097 -4.1304 -1.8123
H -0.1891 -4.5673 -1.0400
C 0.4252 -3.6625 -3.5589
H 0.9795 -3.0504 -4.2849
H 1.0507 -4.5102 -3.2551
H -0.4479 -4.0795 -4.0850
Fe 0.5648 -0.2169 -0.1649
C 0.5052 -1.7850 1.1287
O 1.4684 -2.1691 1.8081
N -0.6902 0.9372 -0.8509
C -0.4448 2.0902 -1.3032
C -0.8131 2.5838 -2.6490
C -2.0103 2.0821 -3.1765
C -0.0443 3.4410 -3.4532
C -2.4748 2.4976 -4.4233
H -2.5794 1.3366 -2.5996
C -0.5173 3.8723 -4.6910
H 0.9305 3.7534 -3.0883
C -1.7377 3.4103 -5.1863
H -3.4183 2.0992 -4.8085
H 0.0588 4.5761 -5.2897
H -2.1052 3.7445 -6.1616
C -2.3647 -4.2546 2.7867
N -1.9134 -2.9851 3.3703
C -2.2137 -2.7328 4.7827
C -1.2711 -2.1444 2.6314
N -0.8273 -2.1411 1.4474
H -2.7668 -4.8367 3.6167
H -1.5316 -4.7953 2.3235
H -3.1528 -4.0867 2.0417
H -1.3070 -2.5342 5.3569
H -2.8663 -1.8667 4.9044
H -2.7083 -3.6195 5.1743
```

net charge: +1
E: -3567.54644 a.u.
E_HOMO (alpha / beta): -9.50 / -9.43 eV
multiplicity: 5
expectation value of S²: 6.284
gap between HOMO and LUMO (alpha / beta): 0.22955 / 0.20913 hartree



Question: The lowest E belongs to which entry?
Answer: C34H53BrN2NiP2